No. 1
The following is a quantum chemistry calculation of an isolated molecule of C2H3N3O in a non-equilibrium geometry, from OMol25.

The value obtained for the LUMO energy is -0.392 eV. Its charge is 0. Its energy relative to the best compared isomer or geometry (same formula, charge and spin) is 131.44 kcal per mole. The HOMO energy is -8.75 eV. The multiplicity is 1.

Bonds (Å) are listed after each position.
Cartesian coordinates (Å):
1 O -0.2154 -0.4191 1.7548  N6 1.444, H7 0.974
2 C -1.2589 -0.6308 -0.1588  N3 1.314, N6 1.449
3 N -0.5215 -0.8637 -1.2218  C2 1.314, N4 1.398
4 N 0.5664 0.0116 -1.1464  N3 1.398, C5 1.297, H8 1.010
5 C 0.5586 0.7556 -0.0837  N4 1.297, N6 1.378, H9 1.086
6 N -0.5726 0.3867 0.6110  O1 1.444, C2 1.449, C5 1.378
7 H -1.0866 -0.7758 2.0043  O1 0.974
8 H 1.2736 -0.0303 -1.8660  N4 1.010
9 H 1.2564 1.5657 0.1066  C5 1.086



No. 2
The following is a quantum chemistry calculation of a cluster of 2 separate species, C7H17NO2S2 in total in a non-equilibrium geometry, from OMol25.

The value obtained for the LUMO energy is 0.374 eV. Its charge is 0. Its energy relative to the best compared isomer or geometry (same formula, charge and spin) is 14.51 kcal per mole. The HOMO energy is -7.69 eV. The multiplicity is 1.

Bonds (Å) are listed after each position.
Cartesian coordinates (Å):
1 C 3.1737 -1.7712 1.7170  C5 1.537, H13 1.126, H14 1.146, H15 1.156
2 C -0.9742 0.1002 0.7557  N8 1.379, H16 1.164, H17 1.064, H18 1.077
3 C -0.8027 -1.1273 -1.2829  N8 1.437, H19 1.106, H20 1.193, H21 1.170
4 C -1.1419 1.2013 -1.3501  N8 1.505, H22 1.097, H23 1.147, H24 1.125
5 C 1.8372 -1.0807 1.4017  C1 1.537, C6 1.477, H25 1.068, H26 1.068
6 C 1.8528 -0.3837 0.0993  C5 1.477, C7 1.303, H27 1.119
7 C 0.9345 0.1397 -0.6622  C6 1.303, N8 1.474, H29 1.054
8 N -0.5344 0.0797 -0.5512  C2 1.379, C3 1.437, C4 1.505, C7 1.474
9 O -4.0252 0.4511 -1.8000  S12 1.459
10 O -3.2918 -1.2991 -0.3336  S12 1.521
11 S -4.1585 0.9586 1.1667  S12 2.263, H28 1.351
12 S -4.4388 -0.3534 -0.6555  O9 1.459, O10 1.521, S11 2.263
13 H 3.5538 -2.5561 1.0047  C1 1.126
14 H 4.0829 -1.0729 1.7140  C1 1.146
15 H 3.2790 -2.1774 2.7942  C1 1.156
16 H -2.0953 -0.1989 0.8463  C2 1.164
17 H -0.5242 -0.7084 1.2799  C2 1.064
18 H -0.7879 1.0574 1.2125  C2 1.077
19 H -0.5378 -2.1306 -0.8999  C3 1.106
20 H -1.9270 -1.4857 -1.4590  C3 1.193
21 H -0.5252 -1.0710 -2.4178  C3 1.170
22 H -0.8956 2.2125 -1.0037  C4 1.097
23 H -0.9152 1.1243 -2.4722  C4 1.147
24 H -2.2549 1.1015 -1.2229  C4 1.125
25 H 1.2182 -1.9506 1.4381  C5 1.068
26 H 1.6240 -0.3721 2.1722  C5 1.068
27 H 2.8300 -0.1650 -0.3995  C6 1.119
28 H -5.1993 0.4671 1.8745  S11 1.351
29 H 1.3124 0.5404 -1.5610  C7 1.054



No. 3
The following is a quantum chemistry calculation of the ion C7H14N3O with charge +1 in a non-equilibrium geometry, from OMol25.

The value obtained for the LUMO energy is -3.187 eV. Its charge is +1. As for the structure (SMILES): C[C@@H]1N(N=C=O)[C@@]1(C)CC[NH3+]. Its energy relative to the best compared isomer or geometry (same formula, charge and spin) is 97.32 kcal per mole. The HOMO energy is -13.29 eV. The multiplicity is 1.

Bonds (Å) are listed after each position.
Cartesian coordinates (Å):
1 C -1.8311 2.4458 0.1608  C2 1.536, H12 1.220, H13 1.064, H14 1.084
2 C -0.6158 1.5933 0.5564  C1 1.536, N3 1.383, C7 1.542, H15 1.166
3 N 0.3730 1.3872 -0.3877  C2 1.383, N4 1.454, C7 1.445
4 N 1.7395 1.2977 0.0997  N3 1.454, C5 1.203
5 C 2.6456 2.0513 -0.1401  N4 1.203, O6 1.114
6 O 3.5788 2.6547 -0.0630  C5 1.114
7 C -0.3997 0.2054 -0.0787  C2 1.542, N3 1.445, C8 1.538, C9 1.498
8 C -1.0530 -0.3898 -1.3380  C7 1.538, H16 1.017, H17 1.205, H18 1.143
9 C 0.0690 -0.9042 0.8116  C7 1.498, C10 1.433, H19 1.144, H20 1.128
10 C 0.9543 -1.9253 0.3366  C9 1.433, N11 1.523, H21 1.084, H22 1.054
11 N 2.0414 -1.2628 -0.4999  C10 1.523, H23 0.973, H24 1.108, H25 1.004
12 H -1.8158 2.8260 -0.9989  C1 1.220
13 H -1.8287 3.2543 0.8530  C1 1.064
14 H -2.7315 1.8561 0.2874  C1 1.084
15 H -0.3547 1.5811 1.6926  C2 1.166
16 H -0.4211 -0.8118 -2.0144  C8 1.017
17 H -1.7934 0.3918 -1.8785  C8 1.205
18 H -1.8275 -1.1750 -1.0373  C8 1.143
19 H -0.8227 -1.3353 1.3837  C9 1.144
20 H 0.6846 -0.4675 1.6493  C9 1.128
21 H 1.3646 -2.4545 1.1896  C10 1.084
22 H 0.5113 -2.6932 -0.2330  C10 1.054
23 H 2.8893 -1.7378 -0.5522  N11 0.973
24 H 2.1497 -0.3032 0.0426  N11 1.108
25 H 1.4858 -1.0560 -1.3103  N11 1.004